{"formula": "C8H7F2N", "method": "the ωB97M-V functional and the def2-TZVPD basis", "elements": ["C", "C", "C", "H", "F", "H", "C", "C", "H", "C", "C", "H", "H", "H", "C", "H", "F", "N"], "xyz": [[-0.834, 0.855, 0.032], [1.138, 2.091, 0.022], [-1.070, -1.554, 0.054], [2.922, 0.937, -0.176], [-3.462, 0.924, 0.856], [1.668, 3.031, 0.068], [-0.253, 2.088, 0.073], [1.846, 0.904, -0.105], [-3.156, -1.716, 0.197], [-2.663, 0.253, 0.009], [1.206, -0.325, -0.130], [-0.752, -2.221, 0.864], [-1.044, -2.124, -0.886], [1.773, -1.239, -0.232], [-0.176, -0.349, -0.024], [-0.817, 3.001, 0.165], [-3.183, 0.480, -1.243], [-2.410, -1.055, 0.361]], "de_lowest_ev": 0.0000, "total_energy_ha": -563.506300, "e_homo_ev": -9.399, "orbital_gap_ev": 10.2663, "lumo_ev": 0.9}

---

{"formula": "C4H7N3O", "method": "the ωB97M-V functional and the def2-TZVPD basis", "elements": ["H", "H", "N", "C", "H", "O", "H", "C", "C", "H", "N", "H", "C", "H", "N"], "xyz": [[-0.654, 1.676, -1.067], [0.736, 1.875, 0.354], [-1.480, 1.230, -0.749], [0.739, -0.929, -0.399], [1.382, 1.080, 1.843], [3.135, -0.085, -0.411], [0.352, -0.914, -1.394], [1.041, 0.869, 0.754], [1.965, -0.047, -0.078], [-2.019, -1.510, 0.813], [-2.118, -0.791, 0.112], [-3.061, -0.544, -0.120], [-1.205, 0.176, -0.019], [1.163, -1.891, -0.206], [0.025, -0.195, 0.567]], "de_lowest_ev": 2.3533, "total_energy_ha": -396.061929, "e_homo_ev": -9.413, "orbital_gap_ev": 10.2295, "lumo_ev": 0.8}

---

{"formula": "C3H3N2O", "method": "the ωB97M-V functional and the def2-TZVPD basis", "elements": ["O", "H", "C", "N", "H", "C", "C", "N", "H"], "xyz": [[0.530, -1.718, -3.188], [0.168, 0.666, 0.555], [0.723, -0.445, -1.214], [0.493, -0.991, -2.286], [-2.001, -0.022, 0.825], [-1.401, -0.596, 0.020], [-0.106, -0.068, -0.091], [-2.255, -1.279, -0.543], [1.692, -0.067, -1.010]], "de_lowest_ev": 7.4138, "total_energy_ha": -300.296940, "e_homo_ev": [-14.602, -15.094], "total_charge": 1, "orbital_gap_ev": [6.5567, 6.8677], "lumo_ev": [-8.0, -8.2]}

---

{"formula": "C21H50NO7S7", "method": "the ωB97M-V functional and the def2-TZVPD basis", "elements": ["H", "C", "H", "C", "C", "H", "C", "C", "H", "H", "C", "H", "C", "H", "S", "H", "S", "H", "C", "H", "H", "C", "H", "C", "H", "S", "S", "H", "O", "H", "C", "C", "H", "C", "H", "C", "H", "H", "H", "H", "H", "H", "H", "H", "H", "H", "H", "H", "O", "H", "H", "S", "H", "H", "C", "S", "O", "H", "H", "H", "S", "H", "H", "O", "H", "O", "H", "H", "H", "H", "H", "H", "C", "N", "C", "H", "C", "H", "H", "C", "O", "H", "C", "O", "C", "H"], "xyz": [[-2.608, -0.894, 2.456], [-7.418, -6.128, 2.938], [-2.979, -7.793, 1.375], [4.535, 5.319, -7.427], [8.443, 10.052, -5.483], [-3.453, -9.441, 0.894], [-2.627, -1.858, 4.346], [-1.316, 0.078, 3.875], [5.998, 9.800, -6.917], [1.009, 2.034, -0.929], [-0.850, 0.037, 5.180], [9.096, 10.006, -4.614], [-9.231, -4.548, 1.763], [-4.200, -7.561, 4.981], [-4.381, -8.859, 3.001], [4.428, -0.589, 2.263], [2.646, -1.996, 1.488], [2.107, 4.833, -6.127], [4.591, 1.612, -1.542], [-9.855, -5.431, 1.619], [-2.525, -2.662, 6.314], [-3.556, -7.714, 4.117], [2.023, -0.141, 2.867], [-3.118, -8.817, 1.721], [-3.927, -3.588, 4.568], [7.487, 8.528, -5.544], [-8.376, -4.665, 3.346], [-8.080, -6.974, 2.754], [-5.574, -8.157, 2.463], [-6.771, -6.353, 3.780], [2.911, 4.733, -5.396], [6.617, 8.916, -7.068], [-2.188, 1.394, -2.199], [-2.168, -1.894, 5.633], [-2.608, -8.144, 4.441], [2.085, 2.086, -0.769], [9.044, 10.148, -6.388], [-9.858, -3.658, 1.782], [-0.980, 0.846, 3.181], [2.526, 4.942, -4.401], [4.743, 1.126, -0.579], [4.399, -2.166, 3.109], [7.337, 9.087, -7.870], [-2.017, -1.119, -0.371], [-3.609, 0.629, -1.423], [7.766, 10.901, -5.385], [0.669, -1.248, 2.546], [-3.389, -6.761, 3.613], [2.708, 2.078, -3.357], [-5.616, -2.566, 3.469], [5.306, 5.946, -7.871], [4.211, 5.912, -5.759], [-0.881, -0.984, 7.070], [4.888, 4.289, -7.382], [-2.209, -0.881, 3.466], [-1.929, 1.205, 0.178], [3.580, 7.258, -5.882], [-0.647, -0.297, -1.183], [-2.184, -9.213, 2.120], [5.981, 8.072, -7.319], [2.924, 1.262, -2.123], [-8.501, -4.464, 0.957], [3.624, 5.382, -8.024], [2.476, -1.157, 0.269], [5.022, -2.055, 1.446], [8.437, 7.424, -5.844], [2.396, 3.131, -0.733], [-0.152, 0.818, 5.485], [3.317, 3.722, -5.416], [-3.363, 2.386, -1.300], [5.297, 1.213, -2.268], [4.731, 2.690, -1.451], [4.288, -1.664, 2.148], [-4.747, -2.066, 3.282], [-1.251, -0.930, 6.048], [2.330, 1.582, 0.165], [-1.218, -0.386, -0.257], [-6.810, -5.928, 2.058], [1.904, -1.697, 3.742], [-3.640, -2.852, 3.790], [-0.820, 2.205, 0.159], [-0.556, -0.693, 0.550], [-2.864, 1.420, -1.343], [-7.415, -3.543, 3.416], [1.727, -1.188, 2.794], [-3.137, -3.375, 2.921]], "de_lowest_ev": 0.0000, "total_energy_ha": -4198.622691, "e_homo_ev": -1.322, "total_charge": -1, "orbital_gap_ev": 3.1496, "lumo_ev": 1.8}

---

{"formula": "Cl2FHSi", "method": "the ωB97M-V functional and the def2-TZVPD basis", "elements": ["F", "H", "Cl", "Cl", "Si"], "xyz": [[-0.973, -1.197, -2.150], [0.473, -0.610, 0.525], [0.033, -1.784, 0.504], [0.746, -0.206, -4.182], [-0.484, 0.278, -2.644]], "de_lowest_ev": 0.0000, "total_energy_ha": -1310.304831, "multiplicity": 3, "e_homo_ev": [-7.080, -11.585], "s2": 2.00, "orbital_gap_ev": [7.8406, 8.0619], "lumo_ev": [0.8, -3.5]}

---

{"formula": "C6H9N", "method": "the ωB97M-V functional and the def2-TZVPD basis", "elements": ["H", "H", "C", "H", "C", "H", "H", "C", "H", "H", "N", "H", "C", "C", "C", "H"], "xyz": [[-1.598, -0.037, -0.357], [-0.418, 1.242, -1.488], [1.141, 0.780, 1.431], [1.479, 2.955, 0.988], [1.471, 1.952, 0.576], [2.154, 1.774, -0.255], [1.607, -0.170, 1.174], [0.376, -0.676, -0.954], [-1.952, -0.869, -0.359], [0.910, 0.921, 2.484], [0.168, 1.312, 0.505], [-2.057, -2.646, -1.561], [-0.202, -1.787, -0.973], [-1.397, -2.390, -0.732], [-0.119, 0.590, -0.665], [-1.561, -2.950, 0.186]], "de_lowest_ev": 6.8451, "total_energy_ha": -288.530488, "e_homo_ev": -8.858, "orbital_gap_ev": 9.8862, "lumo_ev": 1.0}

---

{"formula": "C2H8IN2", "method": "the ωB97M-V functional and the def2-TZVPD basis", "elements": ["H", "H", "N", "N", "H", "H", "I", "H", "H", "H", "H", "C", "C"], "xyz": [[0.592, -1.821, -1.297], [-0.687, 1.803, -1.352], [-0.374, 1.944, -0.406], [0.367, -1.708, -0.306], [0.731, -2.514, 0.212], [-0.697, -1.686, -0.196], [-2.403, -0.209, 0.414], [1.266, -0.550, 1.223], [1.562, 0.056, -0.440], [-0.352, 2.904, -0.115], [-0.365, 1.269, 1.533], [0.882, -0.459, 0.220], [-0.524, 0.971, 0.509]], "de_lowest_ev": 1.5952, "total_energy_ha": -487.904288, "e_homo_ev": -13.125, "total_charge": 1, "orbital_gap_ev": 9.6333, "lumo_ev": -3.5}

---

Max |F| (computed, hartree/bohr): 0.1006 0.0755 0.0910 0.0404 0.0250 0.0136 0.0756